[1]
This record from OMol25 describes a molecular structure, C28H32CaN2O2. The level of theory is the ωB97M-V functional and the def2-TZVPD basis.

Calculated values
frontier orbital gap	0.2896	Eh
LUMO energy	0.018	hartree
total energy	-55073.930	eV
HOMO energy	-0.2713	hartree
total charge	0

Element x y z (Å)
Ca 0.272 -0.413 -0.157
O -1.495 -1.388 0.775
C -2.174 -1.223 1.851
C -3.498 -1.746 1.943
C -4.288 -1.532 3.041
C -3.815 -0.808 4.151
C -2.525 -0.346 4.117
C -1.687 -0.528 2.998
C -0.309 -0.111 3.144
N 0.600 -0.074 2.239
C 1.966 0.130 2.738
C 2.902 0.526 1.601
N 2.627 -0.326 0.449
C 3.515 -1.204 0.157
C 3.463 -2.198 -0.892
C 4.592 -3.028 -1.023
C 4.672 -4.006 -1.982
C 3.583 -4.172 -2.850
C 2.466 -3.383 -2.750
C 2.353 -2.364 -1.766
O 1.283 -1.644 -1.702
H -3.857 -2.307 1.089
H -5.295 -1.934 3.058
H -4.441 -0.648 5.017
H -2.115 0.177 4.976
H -0.028 0.147 4.174
H 2.320 -0.822 3.146
H 1.993 0.869 3.546
H 3.944 0.449 1.931
H 2.723 1.565 1.315
H 4.436 -1.228 0.754
H 5.418 -2.874 -0.336
H 5.549 -4.633 -2.065
H 3.623 -4.941 -3.614
H 1.622 -3.514 -3.416
C 1.548 1.993 -2.553
C 0.221 1.836 -1.847
C -0.750 0.980 -2.399
C -0.490 0.315 -3.729
C -1.958 0.763 -1.724
C -2.956 -0.245 -2.239
C -2.231 1.457 -0.535
C -3.591 1.370 0.105
C -1.253 2.277 0.034
C -1.506 2.937 1.366
C -0.040 2.496 -0.639
C 0.916 3.531 -0.090
H 1.498 2.741 -3.349
H 1.859 1.050 -3.000
H 2.337 2.287 -1.864
H 0.050 -0.628 -3.603
H 0.112 0.957 -4.371
H -1.420 0.112 -4.254
H -3.707 0.218 -2.885
H -3.470 -0.726 -1.409
H -2.466 -1.031 -2.809
H -3.633 0.635 0.911
H -4.351 1.099 -0.625
H -3.872 2.335 0.526
H -1.965 3.923 1.245
H -0.579 3.072 1.920
H -2.168 2.334 1.984
H 1.517 3.158 0.741
H 0.358 4.387 0.287
H 1.595 3.898 -0.853


[2]
This record from OMol25 describes 3 unconnected molecules or ions with the total composition C2H12N2O2 at a distorted geometry. The level of theory is the ωB97M-V functional and the def2-TZVPD basis.

Calculated values
frontier orbital gap	0.3897	Eh
LUMO energy	0.031	hartree
total energy	-9343.484	eV
HOMO energy	-0.3591	hartree
total charge	0
SMILES	CNCN.O.O

Element x y z (Å)
C -0.811 -1.960 -0.437
N 0.094 -0.908 -0.853
C -0.354 0.479 -0.537
N 0.070 0.931 0.769
H -0.362 -2.772 0.149
H -1.571 -2.376 -1.104
H -1.414 -1.495 0.371
H 0.175 -1.028 -1.854
H -0.007 1.164 -1.312
H -1.443 0.462 -0.673
H 1.080 0.867 0.790
H -0.271 0.246 1.436
O -1.060 3.410 0.261
H -0.523 2.729 0.741
H -0.486 4.178 0.177
O 2.142 -1.430 1.047
H 1.688 -1.163 0.214
H 3.054 -1.335 0.816